Model i:
Density functional theory data (ωB97M-V/def2-TZVPD) for an isolated molecule of C3H6N2O.

The value obtained for the gap between HOMO and LUMO is 9.843 eV. As for the spin multiplicity: 1. Its HOMO energy is -9.11 eV. Its SMILES is C=CN(N)C=O. The net charge is 0. The value obtained for the LUMO energy is 0.73 eV.

Last columns: bonded neighbours and bond lengths (Å).
CARTESIAN COORDINATES (ANGSTROEM)
1 C -1.76 -0.73 -0.15  C2 1.339, H7 1.097, H8 1.150
2 C -0.83 0.18 0.17  C1 1.339, N3 1.400, H9 1.030
3 N 0.55 0.22 -0.07  C2 1.400, N4 1.330, C5 1.368
4 N 1.12 1.41 -0.18  N3 1.330, H10 1.023, H11 1.048
5 C 1.33 -0.90 0.01  N3 1.368, O6 1.268, H12 1.187
6 O 2.60 -0.86 0.02  C5 1.268
7 H -2.78 -0.48 0.17  C1 1.097
8 H -1.45 -1.77 -0.53  C1 1.150
9 H -1.06 1.03 0.71  C2 1.030
10 H 1.14 1.79 0.77  N4 1.023
11 H 0.53 1.96 -0.86  N4 1.048
12 H 0.63 -1.86 -0.06  C5 1.187

---

Model ii:
Density functional theory data (ωB97M-V/def2-TZVPD) for an isolated molecule of C3H6N2O.

The value obtained for the gap between HOMO and LUMO is 10.473 eV. As for the spin multiplicity: 1. Its HOMO energy is -9.54 eV. Its SMILES is O=C1NCCN1. The net charge is 0. The value obtained for the LUMO energy is 0.93 eV.

Last columns: bonded neighbours and bond lengths (Å).
CARTESIAN COORDINATES (ANGSTROEM)
1 O -2.18 0.35 -1.37  C2 1.204
2 C -1.17 0.15 -0.73  O1 1.204, N3 1.423, N6 1.418
3 N -1.03 0.04 0.68  C2 1.423, C4 1.444, H7 1.001
4 C 0.30 -0.40 1.03  N3 1.444, C5 1.563, H8 1.080, H9 1.103
5 C 1.12 0.11 -0.19  C4 1.563, N6 1.441, H10 1.077, H11 1.157
6 N 0.14 0.00 -1.24  C2 1.418, C5 1.441, H12 1.010
7 H -1.86 -0.08 1.23  N3 1.001
8 H 0.57 0.01 1.99  C4 1.080
9 H 0.31 -1.51 1.03  C4 1.103
10 H 2.07 -0.37 -0.33  C5 1.077
11 H 1.41 1.21 0.01  C5 1.157
12 H 0.31 0.50 -2.10  N6 1.010

---

Of all the structures shown, which is most stable? model ii, and model i is the least stable.